Record 1
Computed, not measured: 2 unconnected molecules or ions with the total composition C4H10O4 in a non-equilibrium geometry, with the ωB97M-V functional and the def2-TZVPD basis.

CARTESIAN COORDINATES (ANGSTROEM)
O: -1.209 -2.196 -0.553
C: -0.508 -1.897 0.412
O: 0.061 -2.976 1.037
C: -0.241 -0.635 1.053
C: -1.276 0.419 1.389
C: -0.759 1.806 0.921
O: -1.597 2.379 -0.099
H: 0.196 -3.696 0.494
H: 0.529 -0.778 1.880
H: 0.517 -0.039 0.336
H: -1.534 0.484 2.510
H: -2.326 0.021 1.012
H: -0.010 1.746 0.238
H: -0.666 2.626 1.655
H: -2.410 2.694 0.303
O: 4.473 2.207 -3.398
H: 3.649 1.924 -3.234
H: 4.937 1.547 -3.738

Cartesian forces (eV/Å) of the 6 atoms listed first:
O 0.894 1.982 1.031
C -2.201 -4.420 -2.185
O 0.864 3.555 3.070
C 4.458 2.885 0.489
C -2.432 -0.550 1.495
C -3.961 1.010 0.003

For the LUMO energy, the calculation gives 0.5 eV. The energy relative to the best compared isomer or geometry (same formula, charge and spin) comes out at 255.4 kJ/mol. For the maximum force, the calculation gives 6.4 eV/Å. The HOMO-LUMO gap comes out at 0.4035 hartree.

natural (NBO) analysis output, partial charges in e: number 1, O, carries -0.58; number 2, C, carries 0.77; number 3, O, carries -0.70; number 4, C, carries -0.54; number 5, C, carries -0.45; number 6, C, carries -0.07; number 7, O, carries -0.72; number 8, H, carries 0.49; number 9, H, carries 0.25; number 10, H, carries 0.25; number 11, H, carries 0.22; number 12, H, carries 0.25; number 13, H, carries 0.19; number 14, H, carries 0.18; number 15, H, carries 0.46; number 16, O, carries -0.92; number 17, H, carries 0.46; number 18, H, carries 0.46

Record 2
Computed, not measured: a molecular structure, C59H48CdO7P2S2, with the ωB97M-V functional and the def2-TZVPD basis.

CARTESIAN COORDINATES (ANGSTROEM)
Cd: 0.341 -0.624 -0.475
O: -1.737 2.790 1.913
S: -0.493 2.004 1.641
C: 0.717 2.604 2.797
C: 0.721 3.981 3.076
C: 1.469 4.527 4.101
C: 2.183 3.662 4.923
C: 3.024 3.929 6.152
C: 3.421 2.519 6.676
C: 2.858 1.557 5.657
C: 2.895 0.169 5.586
C: 2.311 -0.450 4.500
C: 1.638 0.258 3.459
P: 1.139 -0.793 2.079
C: -0.122 -1.904 2.825
C: -0.578 -2.993 2.077
C: -1.493 -3.880 2.620
C: -1.999 -3.661 3.894
C: -1.611 -2.537 4.608
C: -0.677 -1.659 4.076
C: 2.591 -1.934 1.966
C: 3.784 -1.307 1.605
C: 4.934 -2.040 1.390
C: 4.914 -3.419 1.542
C: 3.743 -4.049 1.926
C: 2.584 -3.312 2.137
C: 1.478 1.685 3.570
C: 2.160 2.282 4.674
C: 0.059 2.756 0.077
C: 1.242 3.503 0.089
C: 1.573 4.403 -0.911
C: 0.684 4.572 -1.951
C: 0.734 5.495 -3.146
C: -0.604 5.250 -3.894
C: -1.259 4.124 -3.135
C: -2.494 3.518 -3.313
C: -2.886 2.548 -2.419
C: -2.066 2.099 -1.326
P: -2.825 0.625 -0.665
C: -4.517 1.182 -0.198
C: -5.686 0.646 -0.735
C: -6.919 1.202 -0.425
C: -6.997 2.310 0.404
C: -5.832 2.852 0.938
C: -4.600 2.298 0.637
C: -3.161 -0.528 -2.059
C: -2.792 -0.294 -3.379
C: -3.048 -1.241 -4.358
C: -3.643 -2.448 -4.029
C: -3.956 -2.717 -2.703
C: -3.716 -1.768 -1.726
C: -0.835 2.811 -1.031
C: -0.477 3.786 -2.009
H: 0.101 4.617 2.455
H: 1.473 5.598 4.271
H: 2.462 4.492 6.903
H: 3.913 4.518 5.903
H: 2.997 2.338 7.671
H: 4.507 2.417 6.771
H: 3.373 -0.427 6.357
H: 2.352 -1.530 4.427
H: -0.225 -3.117 1.058
H: -1.821 -4.736 2.042
H: -2.710 -4.358 4.323
H: -2.037 -2.343 5.585
H: -0.381 -0.777 4.629
H: 3.787 -0.230 1.476
H: 5.849 -1.540 1.096
H: 5.806 -4.002 1.345
H: 3.726 -5.125 2.053
H: 1.676 -3.823 2.427
H: 1.914 3.388 0.928
H: 2.499 4.964 -0.851
H: 1.592 5.252 -3.782
H: 0.841 6.538 -2.838
H: -0.438 4.999 -4.946
H: -1.230 6.151 -3.880
H: -3.150 3.801 -4.130
H: -3.862 2.092 -2.540
H: -5.631 -0.203 -1.402
H: -7.825 0.780 -0.845
H: -7.961 2.750 0.633
H: -5.899 3.726 1.574
H: -3.684 2.709 1.048
H: -2.301 0.630 -3.651
H: -2.751 -1.046 -5.379
H: -3.843 -3.186 -4.797
H: -4.392 -3.673 -2.436
H: -3.944 -1.978 -0.689
C: 3.419 1.200 -1.762
C: 2.662 0.121 -2.518
C: 3.019 0.122 -3.999
O: 1.254 0.373 -2.363
C: 3.064 -1.238 -1.853
O: 4.101 -1.781 -2.238
O: 2.296 -1.634 -0.921
H: 3.179 2.182 -2.165
H: 4.492 1.018 -1.832
H: 3.121 1.175 -0.712
H: 2.901 1.124 -4.420
H: 2.369 -0.575 -4.531
H: 4.049 -0.207 -4.117
H: 0.811 -0.371 -2.860
S: -2.170 -0.478 0.848
O: -0.254 -3.884 -5.169
C: -0.090 -4.717 -4.108
C: -0.010 -6.093 -4.304
C: 0.147 -6.955 -3.231
C: 0.234 -6.445 -1.945
C: 0.145 -5.077 -1.747
C: -0.014 -4.194 -2.809
C: -0.057 -2.712 -2.510
O: 0.300 -1.901 -3.380
O: -0.447 -2.421 -1.335
H: -0.215 -4.401 -5.979
H: -0.066 -6.490 -5.314
H: 0.205 -8.023 -3.404
H: 0.373 -7.113 -1.105
H: 0.224 -4.658 -0.754

Cartesian forces (eV/Å) of the 6 atoms listed first:
Cd 0.198 0.482 0.757
O -0.466 -0.003 0.133
S 0.532 0.529 0.143
C -0.011 -0.547 -0.072
C -0.041 0.349 -0.027
C -0.067 0.049 -0.020

For the LUMO energy (alpha / beta), the calculation gives 3.8 / 3.8 eV. For the maximum force, the calculation gives 0.9 eV/Å. The net charge is -2. The HOMO-LUMO gap (alpha / beta) comes out at 0.1372 / 0.1324 hartree.

Results of the Löwdin charge analysis, in e, for atoms 1 through 99: number 1, Cd, carries 1.32; number 2, O, carries -0.52; number 3, S, carries 0.82; number 4, C, carries -0.36; number 5, C, carries -0.12; number 6, C, carries -0.06; number 7, C, carries -0.19; number 8, C, carries -0.13; number 9, C, carries -0.14; number 10, C, carries -0.20; number 11, C, carries -0.07; number 12, C, carries -0.15; number 13, C, carries -0.35; number 14, P, carries 0.99; number 15, C, carries -0.42; number 16, C, carries -0.18; number 17, C, carries -0.09; number 18, C, carries -0.11; number 19, C, carries -0.09; number 20, C, carries -0.08; number 21, C, carries -0.38; number 22, C, carries -0.11; number 23, C, carries -0.08; number 24, C, carries -0.10; number 25, C, carries -0.09; number 26, C, carries -0.09; number 27, C, carries -0.15; number 28, C, carries -0.11; number 29, C, carries -0.31; number 30, C, carries -0.12; number 31, C, carries -0.06; number 32, C, carries -0.18; number 33, C, carries -0.12; number 34, C, carries -0.14; number 35, C, carries -0.19; number 36, C, carries -0.07; number 37, C, carries -0.17; number 38, C, carries -0.29; number 39, P, carries 0.57; number 40, C, carries -0.32; number 41, C, carries -0.08; number 42, C, carries -0.11; number 43, C, carries -0.11; number 44, C, carries -0.08; number 45, C, carries -0.07; number 46, C, carries -0.34; number 47, C, carries -0.07; number 48, C, carries -0.08; number 49, C, carries -0.10; number 50, C, carries -0.09; number 51, C, carries -0.14; number 52, C, carries -0.14; number 53, C, carries -0.10; number 54, H, carries 0.11; number 55, H, carries 0.09; number 56, H, carries 0.10; number 57, H, carries 0.10; number 58, H, carries 0.10; number 59, H, carries 0.10; number 60, H, carries 0.09; number 61, H, carries 0.09; number 62, H, carries 0.07; number 63, H, carries 0.10; number 64, H, carries 0.09; number 65, H, carries 0.09; number 66, H, carries 0.11; number 67, H, carries 0.11; number 68, H, carries 0.10; number 69, H, carries 0.09; number 70, H, carries 0.09; number 71, H, carries 0.09; number 72, H, carries 0.09; number 73, H, carries 0.10; number 74, H, carries 0.10; number 75, H, carries 0.10; number 76, H, carries 0.10; number 77, H, carries 0.10; number 78, H, carries 0.10; number 79, H, carries 0.09; number 80, H, carries 0.09; number 81, H, carries 0.09; number 82, H, carries 0.09; number 83, H, carries 0.10; number 84, H, carries 0.08; number 85, H, carries 0.10; number 86, H, carries 0.10; number 87, H, carries 0.09; number 88, H, carries 0.10; number 89, H, carries 0.08; number 90, C, carries -0.01; number 91, C, carries -0.53; number 92, C, carries -0.02; number 93, O, carries -0.12; number 94, C, carries -0.63; number 95, O, carries 0.01; number 96, O, carries -0.14; number 97, H, carries 0.08; number 98, H, carries 0.09; number 99, H, carries 0.07

Record 3
Computed, not measured: C11H16BNO4 in the gas phase in a non-equilibrium geometry, with the ωB97M-V functional and the def2-TZVPD basis.

CARTESIAN COORDINATES (ANGSTROEM)
N: -2.121 -2.884 3.221
C: -2.242 -2.491 1.818
C: -1.617 -1.174 1.657
O: -0.353 -1.176 2.332
B: 0.556 -0.818 1.242
O: 1.856 -0.828 1.506
C: -0.164 -0.407 -0.081
C: 0.194 0.105 -1.341
O: 1.387 0.551 -1.767
C: 2.251 0.836 -0.724
C: 2.186 2.294 -0.343
C: 2.211 3.228 -1.621
O: 3.101 2.733 -2.573
C: -0.933 0.258 -2.260
C: -2.217 -0.148 -1.902
C: -2.487 -0.671 -0.634
C: -1.455 -0.695 0.219
H: -1.428 -2.328 3.677
H: -2.022 -3.894 3.258
H: -1.735 -3.264 1.064
H: -3.316 -2.540 1.551
H: -2.266 -0.492 2.234
H: 2.031 -1.141 2.410
H: 3.287 0.615 -1.110
H: 2.055 0.226 0.173
H: 1.274 2.464 0.254
H: 2.905 2.490 0.454
H: 2.388 4.278 -1.280
H: 1.245 3.310 -2.123
H: 2.742 1.905 -3.067
H: -0.804 0.656 -3.275
H: -2.997 -0.120 -2.615
H: -3.512 -0.883 -0.354

Cartesian forces (eV/Å) of the 6 atoms listed first:
N -1.170 -0.605 -0.848
C 0.060 -3.291 -1.054
C -0.994 1.513 0.494
O 1.449 0.860 -3.430
B -1.705 -0.079 1.644
O 1.489 -0.818 1.492

For the LUMO energy, the calculation gives 0.5 eV. The energy relative to the best compared isomer or geometry (same formula, charge and spin) comes out at 72.3 kJ/mol. For the maximum force, the calculation gives 3.8 eV/Å. The HOMO-LUMO gap comes out at 0.3354 hartree.

natural (NBO) analysis output, partial charges in e: number 1, N, carries -0.85; number 2, C, carries -0.22; number 3, C, carries 0.06; number 4, O, carries -0.70; number 5, B, carries 1.09; number 6, O, carries -0.88; number 7, C, carries -0.47; number 8, C, carries 0.38; number 9, O, carries -0.49; number 10, C, carries -0.11; number 11, C, carries -0.46; number 12, C, carries -0.06; number 13, O, carries -0.74; number 14, C, carries -0.28; number 15, C, carries -0.16; number 16, C, carries -0.25; number 17, C, carries 0.01; number 18, H, carries 0.38; number 19, H, carries 0.37; number 20, H, carries 0.16; number 21, H, carries 0.20; number 22, H, carries 0.19; number 23, H, carries 0.51; number 24, H, carries 0.19; number 25, H, carries 0.23; number 26, H, carries 0.20; number 27, H, carries 0.22; number 28, H, carries 0.18; number 29, H, carries 0.16; number 30, H, carries 0.49; number 31, H, carries 0.22; number 32, H, carries 0.21; number 33, H, carries 0.22